[1]
Computed, not measured: 3 unconnected molecules or ions with the total composition C31H59FIN4O9P2, with ωB97M-V/def2-TZVPD.

- Total charge: +1
- DFT total energy: -86879.100 eV
- E_LUMO: -2.565 eV
- ΔE to the lowest compared entry with this formula, charge and spin: 126.8 kcal per mole

Geometry (Å):
I -5.2109 0.8649 2.5947
P 9.8472 -1.4432 -0.9352
P -7.3429 -5.5894 0.1712
F -2.0849 6.9388 2.0387
O -6.0865 -5.4387 1.2254
O 10.7525 -0.9689 -2.2361
O 8.9309 -0.0373 -1.1858
O -7.4819 -7.2143 0.6227
O -1.0032 0.8584 1.7786
O -7.4599 -4.1411 -0.2560
O -6.4931 -6.1254 -1.1443
O 8.6933 -2.2980 -1.7424
O 10.7261 -2.5942 -0.5004
N -4.4230 4.6537 -0.3668
N -3.5139 2.6033 0.3120
N 1.1966 1.2586 2.2812
N -2.3710 4.6527 0.9274
C -0.3061 3.1340 1.2343
C -6.3257 -0.0089 -0.0740
C -7.0974 -5.8864 3.3973
C -5.4270 -4.4395 -2.5234
C 12.3913 -2.5526 -3.0687
C 9.2335 1.0686 -0.3211
C 7.7058 -2.9869 -0.9836
C -4.6278 1.8412 -0.3290
C -8.9912 -7.9559 -1.1725
C 4.3266 1.5147 -0.0632
C -1.6562 5.5804 0.0273
C 6.7036 -2.0300 -0.3623
C -4.0897 6.0952 -0.4097
C -6.5686 -5.4300 -2.3858
C -1.5307 3.9107 1.8654
C -1.1838 6.8251 0.9348
C 0.3327 6.7373 1.3799
C -8.7375 -7.8469 0.3192
C -6.3487 -4.9014 2.5166
C 3.8739 0.8322 -1.2940
C 1.6450 0.3869 -0.0921
C 0.5748 6.7663 2.9410
C 2.0726 1.0930 1.1175
C 3.4486 1.6393 1.1036
C 12.1459 -1.2705 -2.2957
C 10.6338 1.6125 -0.5355
C 2.5296 0.2654 -1.2646
C -2.6574 6.1997 -1.0531
C -0.1202 1.6841 1.7802
C -3.3928 3.9063 0.3249
C -4.9028 0.4815 0.4533
H 12.5744 -1.3194 -1.2930
H -9.5454 -7.2953 0.8091
H 9.0944 0.7597 0.7198
H 12.1928 -2.3952 -4.1317
H -4.1150 -0.2890 0.2755
H -6.6713 -0.9162 0.4804
H -4.4831 -4.9706 -2.6684
H -8.1097 -6.0567 3.0197
H -2.1466 3.1462 2.4223
H -6.4998 -6.1762 -3.1818
H -7.5382 -4.9412 -2.4974
H -6.5924 -6.8534 3.4130
H 7.1790 -1.4107 0.4041
H 3.8743 2.1880 1.9848
H -8.1389 -8.4095 -1.6800
H 0.6657 3.6895 1.3848
H -2.7924 2.0267 0.7606
H -6.9021 -3.9611 2.4238
H -0.8152 5.1367 -0.5629
H -8.7064 -8.8452 0.7595
H 1.5790 7.2329 3.1633
H -1.1215 4.5956 2.6564
H 2.1789 -0.2834 -2.1716
H -5.3025 -3.8266 -1.6305
H 0.6192 -0.0563 -0.1482
H -7.1754 -5.5100 4.4190
H -5.2929 4.5146 0.1567
H -6.3211 -0.1524 -1.1873
H -9.1462 -6.9679 -1.6179
H 6.2951 -1.3537 -1.1154
H 0.8615 7.6366 0.9528
H -4.7941 6.5920 -1.1366
H 11.7340 -3.3605 -2.7483
H -0.4146 3.0638 0.1095
H -4.2550 1.5909 -1.3629
H -4.1655 6.6186 0.5784
H 5.3666 1.9236 -0.0650
H 0.6594 5.7033 3.2973
H 10.8127 1.8209 -1.5910
H 10.7841 2.5285 0.0387
H 1.6411 2.0225 2.8069
H 5.8828 -2.5778 0.1050
H -5.3817 -4.6746 2.9694
H -2.5637 5.5492 -1.9697
H 7.1878 -3.6581 -1.6709
H -5.5975 2.3882 -0.3255
H -5.5859 -3.7816 -3.3813
H -2.3759 7.2332 -1.3640
H 11.3893 0.8888 -0.2150
H 8.1856 -3.6019 -0.2161
H 0.8076 5.8430 0.9043
H 12.6374 -0.4382 -2.8069
H 13.4276 -2.8796 -2.9580
H 4.5446 0.7704 -2.1835
H -1.3001 7.7969 0.3781
H -7.0983 0.7933 0.1253
H 8.5007 1.8503 -0.5338
H -9.8822 -8.5543 -1.3693
H -0.1740 7.3675 3.5133

---

[2]
Computed, not measured: 3 unconnected molecules or ions with the total composition C4H13NO2, with ωB97M-V/def2-TZVPD.

- Total charge: 0
- SMILES string: C=C(C)NC.O.O
- DFT total energy: -9942.018 eV
- E_LUMO: 0.613 eV
- ΔE to the lowest compared entry with this formula, charge and spin: 50.2 kcal per mole

Geometry (Å):
O -3.3815 5.3084 0.4438
O 2.4988 -1.8592 -2.5835
N 0.4988 -1.2296 -0.4232
C 1.4286 -1.9866 0.4089
C -0.5411 -0.4934 0.2937
C -0.1077 0.1283 1.5379
C -1.6090 -0.1786 -0.4333
H 1.7871 -1.2714 1.2353
H -0.7127 0.9733 1.8427
H 1.2231 -2.9882 0.8071
H -1.9201 -0.7645 -1.2827
H -2.2927 0.6563 -0.2231
H -3.2148 5.2993 -0.5087
H -0.2538 -0.6733 2.2971
H 0.9180 0.5526 1.5208
H -2.5474 5.0260 0.8319
H 0.5278 -1.6172 -1.3522
H 3.3378 -1.5681 -2.1686
H 1.9868 -1.2124 -2.0600
H 2.3739 -2.1019 -0.1839

---

[3]
Computed, not measured: C21H26N2O3S in the gas phase, with ωB97M-V/def2-TZVPD.

- Total charge: 0
- SMILES string: Cc1ccc(S(=O)(=O)N2CCC[C@H](C(=O)NCCc3ccccc3)C2)cc1
- DFT total energy: -42157.777 eV
- E_LUMO: 0.758 eV
- ΔE to the lowest compared entry with this formula, charge and spin: 30.7 kcal per mole

Geometry (Å):
S 2.5693 1.6255 -1.2831
O 2.7013 1.2787 0.1086
O -1.6336 0.7583 0.8456
O 3.7530 1.5630 -2.0903
N 1.4040 0.6958 -2.0716
N -1.7595 -1.4876 0.7845
C -0.5536 -3.5762 2.8378
C 1.8137 3.8549 -2.6573
C 0.6398 5.7268 -1.6923
C -1.1447 -0.3109 0.5365
C 0.1950 -0.3852 -0.1883
C -1.9381 -3.4690 2.9065
C -2.1008 -5.8582 2.6415
C -2.9377 -1.5863 1.6133
C 0.6444 -1.7539 -0.6999
C 0.0518 -4.8097 2.6711
C -2.7040 -4.6238 2.8045
C 0.1488 0.6032 -1.3664
C -0.7211 -5.9539 2.5711
C 1.8296 3.2429 -1.4196
C -2.5937 -2.1222 3.0141
C 0.0122 7.0793 -1.8295
C 1.8864 -0.5859 -2.5452
C 1.9919 -1.6049 -1.4113
C 0.6699 5.0901 -0.4550
C 1.2641 3.8488 -0.3142
C 1.2201 5.0975 -2.7896
H -0.6162 0.2861 -2.0846
H 1.1288 -4.8777 2.6214
H 1.1943 -0.9386 -3.3177
H -0.0933 -2.1506 -1.4047
H -0.2500 -6.9170 2.4433
H -3.6578 -2.2518 1.1271
H -1.2748 -2.3521 0.6068
H -0.8750 7.1581 -1.2057
H 1.2043 5.5851 -3.7533
H 0.9488 -0.0053 0.5118
H -1.9228 -1.4142 3.5029
H 2.3173 -2.5672 -1.8105
H -0.2603 7.2806 -2.8622
H -3.3599 -0.5824 1.6871
H 0.2213 5.5699 0.4022
H 1.2986 3.3410 0.6367
H 0.0538 -2.6857 2.9244
H -3.5138 -2.1907 3.5957
H -2.7084 -6.7484 2.5693
H -0.1137 1.5969 -1.0011
H 2.2729 3.3506 -3.4921
H 0.7599 -2.4625 0.1247
H 0.7160 7.8473 -1.5081
H 2.8629 -0.4030 -2.9945
H 2.7399 -1.2517 -0.6992
H -3.7812 -4.5538 2.8588

---

[4]
Computed, not measured: 2 unconnected molecules or ions with the total composition CHN3S2, with ωB97M-V/def2-TZVPD.

- Total charge: 0
- DFT total energy: -27191.574 eV
- E_LUMO: -0.102 eV
- ΔE to the lowest compared entry with this formula, charge and spin: 21.5 kcal per mole

Geometry (Å):
S 2.1921 -1.3248 0.9086
S 2.3584 1.0355 -1.1181
N -2.1391 0.2039 -0.5790
N -0.7576 -0.7605 0.9755
N -1.3577 -0.1960 0.2164
C 2.2158 -0.0656 -0.0039
H -2.5119 1.1075 -0.3996

---

[5]
Computed, not measured: a molecular structure, C16H16N4O2S4SbV, with ωB97M-V/def2-TZVPD.

- Total charge: 0
- DFT total energy: -102469.251 eV
- E_LUMO: -2.256 eV
- ΔE to the lowest compared entry with this formula, charge and spin: 3.3 kcal per mole

Geometry (Å):
Sb 3.1355 -1.5313 -1.9089
V 0.6714 -0.8946 -0.3205
S 5.1445 -0.5260 -2.1618
S 1.3465 0.2105 -2.1414
S 2.5068 -3.3054 -3.1754
S 2.6265 -1.6512 0.5075
O -1.3857 1.6330 -0.4330
O 0.3882 -2.7211 -1.0475
N 0.4958 0.6739 2.0639
N -0.4848 -1.8421 -1.2648
N 1.0862 0.6203 0.9586
N -1.1068 0.3358 -0.7849
C -3.3002 0.3492 -1.9022
C 1.2783 3.0365 0.9946
C -0.3843 -0.3711 2.2757
C 3.8292 2.9307 -0.0738
C -2.0809 -2.4844 2.6746
C -2.4751 -2.6745 -2.4743
C -1.6510 -1.6543 -1.7645
C -2.0173 -0.2741 -1.4689
C -1.4892 -2.3063 1.4273
C 3.1374 1.7527 0.1497
C 1.8589 1.8019 0.6926
C 3.2595 4.1568 0.2364
C -0.6306 -1.2431 1.2065
C -1.8362 -1.5980 3.7179
C -0.9821 -0.5297 3.5242
C 1.9769 4.2083 0.7631
H -0.7558 0.1786 4.3105
H -4.0601 -0.4137 -2.0558
H -0.5734 2.1232 -0.6381
H 0.2798 3.0591 1.4121
H -2.3088 -1.7446 4.6796
H 1.5153 5.1586 0.9966
H -3.1491 0.8821 -2.8434
H 3.8131 5.0731 0.0779
H -2.7307 -3.3365 2.8303
H -3.4068 -2.8578 -1.9362
H 4.8233 2.8769 -0.4970
H -2.7163 -2.3350 -3.4815
H -1.9218 -3.6093 -2.5396
H -3.6344 1.0655 -1.1566
H 3.6063 0.8073 -0.0764
H -1.6980 -3.0302 0.6470

---

[6]
Computed, not measured: C2H7O2PS in the gas phase, with ωB97M-V/def2-TZVPD.

- Total charge: 0
- SMILES string: CPS(C)(=O)=O
- DFT total energy: -26402.889 eV
- E_LUMO: 0.168 eV
- ΔE to the lowest compared entry with this formula, charge and spin: 88.7 kcal per mole

Geometry (Å):
S -0.3257 -0.7927 0.3075
P 0.6070 1.1884 0.0881
O -1.3369 -0.7406 1.3630
O -1.0139 -1.0714 -1.2654
C 0.7939 -2.1713 0.6498
C -1.0213 1.9789 0.0866
H 1.3578 -2.0848 1.5965
H -1.0705 2.9313 -0.2709
H 1.3910 -2.0462 -0.1204
H -1.1280 2.2801 1.1306
H -1.9058 1.4268 -0.3341
H 0.5411 0.9256 -1.1876
H 0.2402 -3.0359 0.8071

---

[7]
Computed, not measured: a molecular structure, C26H60B2MgO12S5, with ωB97M-V/def2-TZVPD.

- Total charge: 0
- DFT total energy: -113476.370 eV
- E_LUMO: 0.218 eV
- ΔE to the lowest compared entry with this formula, charge and spin: 0.0 kcal per mole

Geometry (Å):
S 1.2253 -2.7891 -2.5346
S -2.5760 -0.0245 2.4729
S 5.0857 1.8116 -2.0391
S -2.5825 3.8178 0.4965
S -3.2513 -1.4570 -1.6980
Mg -0.3839 -1.2154 0.0745
O 4.8962 0.7763 -3.0470
O 0.3854 -2.1112 -1.5758
O -1.7266 -0.3328 1.3250
O -2.7146 5.0122 -0.3078
O 4.0485 1.5936 4.1090
O -0.4627 0.0785 -3.2479
O 4.9552 3.2128 -2.3585
O -4.3077 -0.4836 -1.6024
O -2.7622 2.4722 -0.0181
O 0.6424 -3.3413 -3.7318
O -2.2970 1.0405 3.4062
O -1.9482 -1.2804 -1.0842
C 3.6383 -3.7717 -2.0042
C -2.7453 4.7727 2.9995
C -3.8107 -3.1388 -3.6857
C 3.0365 -0.4672 3.4809
C 2.1821 -4.0124 -1.6312
C -3.8686 -3.1509 -1.2335
C -4.3033 0.1829 1.8758
C -4.4488 -1.8188 3.3143
C 1.7238 1.7640 3.7024
C 6.6975 1.5559 -1.1599
C -5.0187 -1.1451 2.0432
C -3.6112 4.0428 1.9692
C 6.4044 1.8523 0.3094
C -1.3572 4.1053 2.9311
C -2.9277 -1.6600 3.2814
C -0.9824 3.8854 1.4811
C -3.5584 -4.0069 -2.4510
C -1.9377 1.9246 -3.5967
C 0.5570 2.1740 -2.8735
C 2.6187 -1.6968 -2.8916
C 3.8450 -2.2470 -2.1128
C -2.9378 -1.8996 -3.4495
C 3.0235 1.0118 3.8265
C 4.0789 1.3992 -0.5779
C -0.6123 1.2811 -3.2220
C 5.0270 1.2305 0.5941
B 0.9036 0.3667 0.0151
B -0.0889 -2.7909 1.3991
H -3.0935 -1.0806 -4.1458
H -4.6574 0.8918 2.6286
H 0.2396 -3.8542 1.7101
H 0.7567 -2.2729 0.8663
H 1.2726 1.4535 0.1592
H -2.4013 -1.7023 4.2290
H 2.3585 -0.6492 -2.7919
H -4.2970 0.6465 0.8916
H 3.3385 2.1912 -0.4766
H 1.7240 -0.3511 -0.3687
H 0.0007 0.4173 -0.6667
H 0.9237 1.1002 3.3676
H -3.2601 4.6281 3.9497
H 6.8723 0.4811 -1.2266
H 0.5344 0.0628 1.0338
H 3.8366 -4.2868 -2.9449
H 4.2856 -4.2318 -1.2576
H 0.3356 2.6303 -1.9073
H -1.8781 -2.1527 -3.4948
H -2.4910 -4.2512 -2.5139
H 4.7618 -2.0389 -2.6552
H 3.4830 0.5312 -0.8423
H -0.4388 2.9544 1.3347
H -0.9968 -2.7045 0.7284
H 4.0602 -0.8271 3.3953
H -3.5122 -3.5848 -4.6334
H -4.8698 -2.8891 -3.7846
H 2.5290 -1.0798 4.2264
H -2.3576 2.3030 -2.6597
H -0.3429 -2.1493 2.3290
H 0.8611 2.9073 -3.6184
H -1.3685 3.2290 3.5758
H -2.6220 -2.4401 2.5887
H -0.5800 4.7220 3.3911
H 6.5726 2.8984 0.5622
H -3.5039 -3.4351 -0.2499
H -3.8087 3.0288 2.3182
H 2.5461 -0.5602 2.5104
H 3.8456 -1.8223 -1.1087
H 7.1439 1.3366 0.9272
H 7.4825 2.1459 -1.6238
H 1.3940 1.4879 -2.7472
H -2.6062 1.1068 -3.8739
H -4.9273 -1.3594 4.1808
H -4.9484 -3.0019 -1.1549
H -4.5650 4.4681 1.6628
H 1.8057 -4.9673 -2.0062
H 1.8301 2.6711 3.1146
H -4.8040 -1.7679 1.1705
H 2.8364 -1.8671 -3.9493
H -1.8926 2.6339 -4.4166
H -4.7311 -2.8692 3.2619
H 5.0452 0.2135 0.9828
H -6.1014 -1.0388 2.0554
H -3.9984 -5.0041 -2.4422
H 1.3741 2.0500 4.7007
H 4.6501 1.8057 1.4456
H -2.6739 5.8484 2.8380
H -0.5453 4.7882 1.0587
H 1.8192 -3.9171 -0.6068

---

[8]
Computed, not measured: 2 unconnected molecules or ions with the total composition C4H11N3O, with ωB97M-V/def2-TZVPD.

- Total charge: -1
- DFT total energy: -10842.223 eV
- E_LUMO (alpha / beta): 3.651 / 3.516 eV
- ΔE to the lowest compared entry with this formula, charge and spin: 3.4 kcal per mole
- 2S+1: 2

Geometry (Å):
O -1.8131 -0.5258 2.6623
N -2.6892 0.0320 -0.8196
N 1.8639 -0.6281 -1.0918
N 2.2658 0.0694 1.1466
C -2.2055 0.0828 1.5984
C -1.6954 -0.2587 0.2313
C 1.5125 0.7135 -1.5326
C 2.3428 -0.7844 0.0690
H -1.3479 -1.2953 0.2496
H 2.3557 1.1033 -2.1133
H -2.2329 0.0473 -1.7341
H 0.6476 0.6660 -2.1915
H -0.8080 0.3779 0.0066
H 1.5528 0.7809 1.1085
H 2.3449 -0.3587 2.0530
H -3.3739 -0.7160 -0.8389
H -2.8507 0.9725 1.6419
H 1.2795 1.4414 -0.7485
H 2.8510 -1.7199 0.3032

---

[9]
Computed, not measured: C6H12 in the gas phase, with ωB97M-V/def2-TZVPD.

- Total charge: 0
- SMILES string: C=C(C)CCC
- DFT total energy: -6414.569 eV
- E_LUMO: 1.118 eV
- ΔE to the lowest compared entry with this formula, charge and spin: 54.7 kcal per mole

Geometry (Å):
C 2.2728 0.2043 -0.9705
C 0.1526 0.0433 0.5821
C -1.3641 0.3691 0.0940
C 1.0649 -0.5804 -0.4361
C -2.3082 0.9389 1.3126
C 0.8405 -1.7779 -1.0911
H -1.7173 1.0268 2.2697
H 1.6719 -2.2884 -1.6424
H 0.1201 -0.5432 1.4908
H 2.9892 -0.3716 -1.3722
H 0.1021 -2.5634 -0.9141
H -1.7386 -0.6503 -0.2626
H -1.2272 1.1307 -0.6785
H -3.1269 0.1641 1.4873
H 1.8648 0.9129 -1.6675
H 0.4973 1.2074 0.8074
H -2.7302 1.9357 1.0679
H 2.6363 0.8422 -0.0768

---

[10]
Computed, not measured: 2 unconnected molecules or ions with the total composition C6H15NO, with ωB97M-V/def2-TZVPD.

- Total charge: 0
- SMILES string: C=CCCCCN.O
- DFT total energy: -10000.314 eV
- E_LUMO: 0.923 eV
- ΔE to the lowest compared entry with this formula, charge and spin: 79.4 kcal per mole

Geometry (Å):
O 1.6972 2.8551 -1.2794
N 2.1876 0.5107 1.3579
C 0.7581 0.9810 1.2398
C -0.0709 -1.3392 0.4986
C -2.5763 -0.3333 -1.7494
C -1.9286 -1.4248 -1.2475
C -0.2871 -0.1366 1.5140
C -0.4114 -1.1022 -0.9153
H -2.1085 0.5767 -1.7927
H 2.3576 -0.2434 0.7718
H -0.2477 0.0175 -1.2143
H 2.2879 2.1697 -0.8112
H -1.3671 0.1219 1.2134
H -3.5717 -0.4414 -1.9873
H 0.7880 1.8324 1.8812
H -0.5126 -2.2396 0.9440
H -0.1732 -0.4234 2.5994
H 0.8359 2.7013 -1.3618
H 2.5632 0.3664 2.2756
H 0.2521 -1.7551 -1.5222
H 0.6673 1.3934 0.2752
H -2.1673 -2.4031 -1.2952
H 1.0275 -1.6842 0.6056

---

[11]
Computed, not measured: a molecular structure, C32H31GeN3O3PdS, with ωB97M-V/def2-TZVPD.

- Total charge: -2
- DFT total energy: -115126.320 eV
- E_LUMO: 4.591 eV
- ΔE to the lowest compared entry with this formula, charge and spin: 33.1 kcal per mole

Geometry (Å):
Pd -1.4191 -1.0598 -1.2959
Ge 0.6448 0.4631 1.3408
S -2.7943 1.3263 -0.5262
O -3.8705 2.2304 -0.1772
O -2.1131 1.6184 -1.7645
O -1.8844 1.1759 0.6814
N 1.1810 0.0616 -2.7313
N -2.2704 -3.6968 -2.4620
N 1.7972 -1.0711 -2.4097
C -5.8832 -1.8795 -0.5804
C -4.0021 -0.8535 0.5584
C -5.1448 -1.6206 0.5789
C 3.6613 -2.5844 -3.0361
C 0.6379 0.4867 3.3760
C 1.8792 0.5805 -3.7256
C -0.8808 -0.1914 0.5005
C -5.4362 -1.3239 -1.7713
C 3.6164 -2.5924 1.0862
C 4.5420 -0.6586 0.0104
C -3.5254 -0.3241 -0.6639
C -7.1486 -2.6941 -0.5288
C 2.4509 -1.8794 1.3470
C 2.9760 -0.2573 -4.0456
C 1.4087 5.0768 0.2494
C 1.4977 -0.0113 5.5968
C 1.2125 4.1058 -0.7258
C -0.6546 1.0232 5.3675
C 2.3089 -0.5440 0.9625
C -1.7977 -2.5983 -2.2227
C 1.0399 2.7775 -0.3631
C -4.2994 -0.5332 -1.8201
C 2.8763 -1.3238 -3.1709
C 1.0756 2.3818 0.9792
C 1.4405 1.8783 -4.3210
C 1.6331 -0.0162 4.2101
C 1.2671 3.3695 1.9407
C 0.3536 0.5130 6.1801
C -0.5130 0.9984 3.9878
C 4.6720 -1.9788 0.4241
C 3.3742 0.0441 0.2770
C 1.4314 4.7052 1.5864
H 0.2444 0.5222 7.2596
H -1.3187 1.3702 3.3605
H -7.4625 -2.8607 0.5037
H -1.5559 1.4320 5.8122
H 2.5445 -0.4189 3.7776
H -3.9759 -0.0866 -2.7511
H 1.6376 -2.3730 1.8689
H 2.2905 -0.4158 6.2183
H 1.1631 4.3881 -1.7722
H -7.9698 -2.1919 -1.0481
H 5.5837 -2.5298 0.2189
H -5.4878 -2.0335 1.5240
H -5.9942 -1.4997 -2.6873
H 3.7291 -0.1182 -4.8060
H 5.3507 -0.1724 -0.5244
H 1.1878 1.7723 -5.3792
H 1.5206 6.1191 -0.0303
H 0.5526 2.2210 -3.7898
H -3.4110 -0.6786 1.4469
H 4.6927 -2.4306 -3.3563
H 2.2161 2.6445 -4.2402
H 3.2312 -3.3828 -3.6456
H 3.6810 -2.9210 -1.9994
H -2.8158 -4.2212 -1.7908
H 1.5652 5.4569 2.3578
H 3.6995 -3.6259 1.4049
H 3.2916 1.0740 -0.0524
H 1.3872 -1.6114 -1.6559
H 0.8241 2.0265 -1.1202
H 1.2865 3.0987 2.9918
H -7.0286 -3.6773 -0.9948